Record 1
13
Properties=species:S:1:pos:R:3:forces:R:3 method="wB97M-V/def2-TZVPD" total_charge=-1 de_lowest_kcal_mol=28.49 spin_multiplicity=1 orbital_gap_ev=6.63 fmax_ev_per_a=1.4 e_lumo_ev=3.84 total_energy_ha=-667.19788
H 2.6466 0.3261 -0.6847 -0.63 0.63 0.21
O -1.0724 0.6454 2.3347 0.15 -0.22 -0.06
C -0.5875 0.3509 1.2573 -0.62 1.00 0.51
S 0.2528 0.1051 -2.2364 0.28 -0.01 0.19
C -1.3809 0.1386 0.0190 -0.74 -1.06 -0.09
H -1.3218 -1.4929 -1.4174 -0.16 0.10 0.24
H 0.5014 0.2909 1.1520 0.20 -0.24 -0.16
O 2.7664 0.1567 0.2604 0.61 -0.97 0.69
C -0.6465 -0.7956 -0.9124 0.50 -0.11 -1.26
H -1.5845 1.0543 -0.5157 0.17 0.57 0.00
H 2.7500 0.9222 0.8411 -0.12 0.27 -0.88
H 0.0461 -1.4126 -0.3440 0.20 -0.14 0.15
H -2.3697 -0.2891 0.2462 0.16 0.18 0.46

***

Record 2
13
Properties=species:S:1:pos:R:3:forces:R:3 method="wB97M-V/def2-TZVPD" total_charge=-1 de_lowest_kcal_mol=33.71 spin_multiplicity=1 orbital_gap_ev=8.00 fmax_ev_per_a=4.4 e_lumo_ev=3.53 total_energy_ha=-667.18957
H -2.2183 -1.2405 -0.5753 0.46 0.00 -0.10
H 0.8107 -0.0893 -1.5539 1.33 0.57 0.28
H 1.0884 2.2236 0.8294 -2.78 -2.44 -1.46
C -1.3126 -1.2567 -1.2585 1.67 -1.67 -0.53
C 0.4246 0.1314 1.4757 -1.26 -0.58 -1.41
H -0.5286 1.4185 -0.1926 0.80 0.02 0.57
S 1.7458 0.7740 -0.9219 -2.12 -0.93 -0.53
H 0.5047 -0.8761 1.0152 -0.33 0.52 0.01
O -1.3689 -0.5112 -2.2714 0.06 -0.28 1.06
C 0.4348 1.2011 0.3165 3.23 2.05 2.22
O -0.3615 -2.0922 -0.9519 -2.22 2.00 -0.34
H -0.5654 0.1106 2.0407 1.49 0.36 -0.28
H 1.3461 0.2067 2.0480 -0.32 0.38 0.50

***

Record 3
13
Properties=species:S:1:pos:R:3:forces:R:3 method="wB97M-V/def2-TZVPD" total_charge=+1 de_lowest_kcal_mol=37.81 spin_multiplicity=1 orbital_gap_ev=8.15 fmax_ev_per_a=5.2 e_lumo_ev=-5.61 total_energy_ha=-2047.92530
H 1.2472 -1.7134 1.1645 -0.22 -0.13 -0.14
Zn 0.1933 -0.1274 -2.0725 -2.47 0.54 -1.12
H -1.0897 0.4483 1.0988 0.34 -0.22 0.05
C -0.1962 1.7882 -0.2937 5.19 0.43 -0.18
H -0.2146 2.7621 0.2238 -1.17 0.01 -0.52
O 0.4558 1.7182 -1.3610 -1.48 1.53 1.63
O 0.2409 -0.5153 -0.1813 0.46 -0.29 1.19
H 0.6522 0.7810 1.3976 -0.17 0.25 -0.28
H 0.4701 -2.5372 -0.2373 -0.01 0.14 0.26
H -1.4721 0.4852 -1.9955 0.94 -1.36 -1.03
H -0.5409 -1.9338 1.1190 0.22 0.02 -0.20
C 0.3607 -1.7542 0.5192 0.11 -0.56 0.49
C -0.1069 0.5984 0.6185 -1.74 -0.35 -0.14